(P)
Computed, not measured: a 2-piece molecular cluster, C5H13N3O overall, with ωB97M-V/def2-TZVPD.

CARTESIAN COORDINATES (ANGSTROEM)
C: -2.22479 0.10507 0.40294
N: -1.62434 -0.82961 -0.42914
N: -1.73976 1.40642 0.29661
C: -2.27397 -1.14681 2.81700
N: -1.59998 -0.68590 1.84924
H: -3.31064 0.08842 0.53948
H: -0.76967 1.46748 0.01028
H: -2.29216 -1.47986 -0.82757
H: -1.03578 -1.28509 1.06271
H: -1.97856 2.03582 1.04810
H: -1.96537 -2.04413 3.34895
H: -3.20189 -0.66525 3.11687
C: 3.40326 1.19255 -1.66632
C: 1.65570 -0.48872 -1.02965
C: 2.93254 -0.11603 -1.10805
O: 0.61517 0.29853 -1.40273
H: -0.24328 -0.17964 -1.21662
H: 1.38309 -1.45891 -0.61967
H: 3.67951 -0.81624 -0.75487
H: 3.94904 1.77215 -0.91521
H: 2.55975 1.78915 -2.01161
H: 4.08212 1.04060 -2.51073

Properties
E_HOMO, eV: -7.74
HOMO-LUMO gap, eV: 7.869
LUMO, eV: 0.126
Net charge: 0


(Q)
Computed, not measured: a single C5H13N3O molecule, with ωB97M-V/def2-TZVPD.

CARTESIAN COORDINATES (ANGSTROEM)
C: -2.12390 0.88509 0.44393
C: -0.98902 0.36010 1.30479
N: 0.46500 0.53543 0.63455
N: 1.48239 0.32937 1.61010
C: 0.64668 -0.32011 -0.56765
C: 0.27745 0.46890 -1.82554
N: 2.05212 -0.76283 -0.65319
C: -0.24081 -1.56861 -0.35190
O: -1.01576 -2.03945 -1.18070
H: -2.46083 0.14139 -0.28286
H: -1.83761 1.79657 -0.08844
H: -2.98804 1.13200 1.07140
H: -1.23978 -0.61246 1.74067
H: -0.91674 1.00836 2.18646
H: 2.40307 0.23391 1.16092
H: 1.52086 1.10814 2.26968
H: -0.61574 0.10368 -2.33872
H: 0.09531 1.52845 -1.61866
H: 1.07055 0.45235 -2.58277
H: 2.23624 -1.18032 -1.56326
H: 2.20268 -1.49106 0.04188
H: -0.02411 -2.10891 0.58932

Properties
E_HOMO, eV: -7.59
SMILES: CCN(N)[C@@](C)(N)C=O
HOMO-LUMO gap, eV: 8.526
LUMO, eV: 0.936
Net charge: 0


What should be chosen as the least stable of them? Choose (P).


(P)
Computed, not measured: C5H13N3O as an isolated structure, with ωB97M-V/def2-TZVPD.

CARTESIAN COORDINATES (ANGSTROEM)
C: -0.21020 -0.17772 -1.21216
C: -1.19570 1.93547 0.35302
C: 0.78009 0.75030 -1.86616
N: -2.29412 1.28883 0.63637
O: 0.04715 -1.48405 -1.70122
H: -0.59964 -2.08754 -1.31733
H: -1.25664 0.07622 -1.41452
H: -2.05078 0.17990 1.04488
H: -3.04555 1.36053 -0.04216
H: -1.13424 2.63443 -0.47282
H: -0.37410 1.86326 1.05068
H: 0.34004 1.71422 -2.11907
H: 1.19810 0.34919 -2.79434
H: 1.63751 0.96375 -1.22562
C: 1.38677 -0.90511 0.93420
N: 1.69949 -1.65300 2.14163
C: -0.08438 -0.70098 0.66214
N: -1.09047 -0.91957 1.29846
H: 1.38754 -2.61314 2.04062
H: 1.18059 -1.26884 2.92448
H: 1.83703 -1.39465 0.07055
H: 1.84152 0.08846 1.00837

Properties
E_HOMO (alpha / beta), eV: -6.95 / -6.95
HOMO-LUMO gap (alpha / beta), eV: 6.748 / 6.746
LUMO (alpha / beta), eV: -0.199 / -0.200
Net charge: 0


(Q)
Computed, not measured: a single C5H13N3O molecule, with ωB97M-V/def2-TZVPD.

CARTESIAN COORDINATES (ANGSTROEM)
C: -1.96562 -0.83809 -0.69209
C: -1.13155 -0.34842 0.48540
O: -1.78618 -0.02656 1.51855
C: 0.14693 0.60849 0.18958
C: -0.20429 1.81486 -0.67555
N: 0.69005 1.00559 1.50186
C: 1.10147 -0.36425 -0.49685
N: 0.33169 -1.75029 0.30642
N: 2.41105 -0.32979 -0.09504
H: -2.87264 -0.23714 -0.77515
H: -1.45703 -0.82376 -1.65893
H: -2.25572 -1.86697 -0.46658
H: -0.54308 1.52298 -1.67338
H: -1.01140 2.37904 -0.19894
H: 0.67611 2.45083 -0.81814
H: 1.24460 1.85155 1.40380
H: -0.13173 1.17627 2.09470
H: 0.94034 -0.55252 -1.55450
H: 0.51195 -1.76803 1.30849
H: -0.12269 -2.51489 -0.18366
H: 2.97136 -1.09705 -0.44522
H: 2.45638 -0.29186 0.92523

Properties
E_HOMO, eV: -8.64
SMILES: CC(=O)[C@@](C)(N)C(N)N
HOMO-LUMO gap, eV: 9.405
LUMO, eV: 0.765
Net charge: 0


(R)
Computed, not measured: a single C5H13N3O molecule, with ωB97M-V/def2-TZVPD.

CARTESIAN COORDINATES (ANGSTROEM)
C: -1.39209 1.50281 -0.84785
C: -1.06192 0.15389 -0.20938
C: -1.65992 0.07568 1.18368
C: 0.78933 0.02930 -0.32102
C: 1.43778 1.06910 0.58107
N: 1.37338 -1.23747 -0.03528
N: 2.03421 -1.76006 -1.18714
N: 0.19682 -2.12882 0.33464
O: 0.24018 -2.47991 1.47896
H: -0.94825 1.61199 -1.84094
H: -1.05625 2.33884 -0.22517
H: -2.47722 1.61175 -0.96859
H: -1.51780 -0.61723 -0.83539
H: -1.19275 0.77833 1.87699
H: -2.73010 0.31809 1.16243
H: -1.63446 -0.92878 1.61554
H: 0.87466 0.31873 -1.37235
H: 1.31934 0.79246 1.63350
H: 2.51132 1.12939 0.36833
H: 1.02391 2.06533 0.41822
H: 1.35127 -2.03113 -1.89775
H: 2.51856 -2.61230 -0.91250

Properties
E_HOMO, eV: -8.82
SMILES: CC(C)[C@@H](C)N(N)N=O
HOMO-LUMO gap, eV: 8.721
LUMO, eV: -0.096
Net charge: 0


(S)
Computed, not measured: a 2-piece molecular cluster, C5H13N3O overall, with ωB97M-V/def2-TZVPD.

CARTESIAN COORDINATES (ANGSTROEM)
H: -0.63766 -1.20846 -2.33490
N: -1.34867 -0.93496 -1.65798
C: -0.95187 -0.90616 -0.45943
C: -1.94995 -0.59530 0.64067
N: -2.27566 -1.84909 1.26210
O: -1.44936 0.31347 1.61281
H: -0.03056 -1.37204 -0.07790
H: -2.86082 -0.18874 0.17766
H: -1.45819 -2.21671 1.73856
H: -2.99981 -1.71675 1.95643
H: -1.02502 1.03408 1.13552
C: 0.27983 1.69355 -1.43285
N: 0.32081 0.99491 -0.39481
C: 1.54200 0.95795 0.47934
C: 2.59658 0.02632 -0.10422
H: -0.56651 1.58076 -2.09689
H: 1.05186 2.41026 -1.72535
H: 1.95277 1.97211 0.56650
H: 1.22461 0.61257 1.46334
H: 2.21352 -0.98804 -0.18245
H: 3.47646 0.02070 0.53393
H: 2.89565 0.35957 -1.10007

Properties
E_HOMO, eV: -9.14
SMILES: [H]/N=C/[C@@H](N)O.C=NCC
HOMO-LUMO gap, eV: 9.980
LUMO, eV: 0.843
Net charge: 0


What should be chosen as the least stable of them? Choose (R).


(P)
Computed, not measured: a 2-piece molecular cluster, C5H13N3O overall, with ωB97M-V/def2-TZVPD.

CARTESIAN COORDINATES (ANGSTROEM)
C: 0.95675 1.12720 0.53328
C: 0.10443 0.09335 0.55355
N: -0.11871 -0.71355 1.65484
N: -1.43179 0.39773 -0.29424
C: -2.19782 1.36078 0.48980
N: -1.31348 0.79821 -1.57072
H: 1.62904 1.35009 1.35084
H: 1.07248 1.71220 -0.36838
H: -0.93500 -1.30318 1.58877
H: 0.02578 -0.30740 2.56636
H: -2.14544 1.09293 1.54177
H: -1.84048 2.39112 0.36319
H: -3.23777 1.29732 0.15975
H: -1.06854 1.78714 -1.69197
H: -0.64550 0.16926 -2.07839
C: 2.15986 -1.69708 -0.38021
C: 0.80596 -1.33614 -0.94581
O: 0.71919 -0.78748 -2.06879
H: 2.88924 -0.93309 -0.63856
H: 2.46660 -2.64785 -0.82012
H: 2.10903 -1.82383 0.69976
H: -0.00381 -2.02772 -0.64472

Properties
E_HOMO (alpha / beta), eV: -7.82 / -7.82
SMILES: C=C(N)N(C)N.CC=O
HOMO-LUMO gap (alpha / beta), eV: 7.692 / 7.692
LUMO (alpha / beta), eV: -0.132 / -0.132
Net charge: 0


(Q)
Computed, not measured: a single C5H13N3O molecule, with ωB97M-V/def2-TZVPD.

CARTESIAN COORDINATES (ANGSTROEM)
C: -0.58128 1.72747 1.20470
C: -1.41428 0.47801 0.95481
N: -2.12487 0.09949 2.13644
C: -0.39698 -0.73413 0.47293
O: 0.15971 -1.41764 1.31999
C: -0.41970 -0.95580 -0.96742
C: 1.18528 -0.14439 -1.03820
N: 2.23767 -1.07670 -0.74270
N: 1.22490 0.35962 -2.37988
H: 0.26405 1.48120 1.84827
H: -0.22305 2.15370 0.27154
H: -1.19850 2.46671 1.71167
H: -2.12894 0.65694 0.14692
H: -1.48603 -0.03144 2.91396
H: -2.62725 -0.76962 1.99878
H: -1.06503 -0.30681 -1.55035
H: -0.41334 -2.00572 -1.26057
H: 1.35479 0.71823 -0.38913
H: 2.21474 -1.34137 0.23659
H: 2.14902 -1.91737 -1.30514
H: 1.25600 -0.39313 -3.05867
H: 2.03313 0.95276 -2.52453

Properties
E_HOMO, eV: -8.51
SMILES: C[C@H](N)C(=O)CC(N)N
HOMO-LUMO gap, eV: 9.449
LUMO, eV: 0.939
Net charge: 0


What should be chosen as the least stable of them? Choose (P).